The ion C4H13B2ClN3O4 with charge -1, computed with wB97M-V/def2-TZVPD.

Positions of all 27 atoms, in Å:
N  1.259  1.286  2.845
C  -0.090  0.694  2.662
C  -0.807  1.239  1.451
C  -0.315  0.481  0.222
O  -0.956  -0.725  0.105
B  -0.821  -1.124  -1.341
O  -1.993  -1.943  -1.700
B  0.631  -2.061  -1.527
N  1.901  -1.725  -0.800
O  0.669  -3.227  -2.325
O  -0.871  0.214  -2.009
C  -0.521  1.167  -1.181
N  -1.374  2.292  -1.231
Cl  1.243  1.759  -1.731
H  1.383  1.984  2.121
H  1.941  0.576  2.619
H  0.040  -0.364  2.487
H  -0.685  0.788  3.562
H  -0.598  2.297  1.316
H  -1.868  1.069  1.535
H  0.767  0.426  0.333
H  -2.113  -2.637  -1.042
H  2.104  -2.343  -0.024
H  2.697  -1.667  -1.421
H  0.824  -4.018  -1.788
H  -1.585  2.454  -2.212
H  -0.862  3.108  -0.923

Force components x, y, z for each atom (eV/Å):
N -0.3 -0.1 -0.1
C 0.5 0.0 0.0
C 0.2 -0.3 -0.6
C 0.2 1.4 0.0
O 0.2 -0.5 0.0
B -0.7 -1.1 0.5
O -0.1 0.4 -0.1
B 0.6 0.2 -0.3
N -0.4 0.1 0.3
O -0.6 -0.2 0.4
O -0.6 -0.2 -0.9
C -0.2 -0.8 1.0
N 0.0 0.4 -0.4
Cl 0.7 0.5 -0.1
H 0.1 0.1 0.1
H 0.2 0.0 0.0
H -0.1 -0.5 0.1
H -0.1 0.3 0.3
H -0.1 0.3 0.2
H -0.5 0.2 0.0
H 0.3 -0.6 -0.1
H 0.1 0.3 -0.2
H 0.2 0.0 0.0
H 0.1 -0.3 0.0
H 0.5 0.3 -0.3
H -0.2 -0.1 0.0
H -0.1 0.1 0.2

Its HOMO energy is -0.154 Ha. The HOMO-LUMO gap is 7.298 eV. The total charge is -1.


The ion C11H9N2O2 with charge -1, computed with wB97M-V/def2-TZVPD.

Positions of all 24 atoms, in Å:
C  4.037  0.077  0.021
C  3.078  -0.715  0.565
C  3.519  1.220  -0.608
C  1.684  -0.393  0.627
C  2.153  1.537  -0.702
C  1.197  0.761  -0.012
C  -1.228  1.766  -0.293
C  -0.179  1.028  0.026
C  -4.341  -0.182  -0.140
C  -1.842  -0.716  0.338
C  -1.926  -2.210  0.241
N  -2.496  1.453  -0.156
N  -2.690  0.213  0.110
O  -4.695  0.270  -1.181
O  -4.787  -0.922  0.692
H  5.123  -0.043  0.080
H  3.351  -1.554  1.106
H  4.264  1.832  -1.048
H  1.121  -1.076  1.256
H  1.709  2.472  -1.246
H  -1.092  2.797  -0.490
H  -1.982  -2.586  1.284
H  -1.085  -2.464  -0.435
H  -2.897  -2.563  -0.034

Force components x, y, z for each atom (eV/Å):
C -0.5 1.6 -0.8
C -2.3 0.6 0.7
C -0.5 0.1 -0.3
C 2.6 -0.4 -0.1
C -0.1 1.5 -0.5
C 0.2 -1.1 0.2
C 0.7 0.9 0.8
C -1.7 -3.6 0.3
C 0.3 -0.6 -0.4
C 2.2 3.2 -0.8
C 0.1 1.2 1.3
N -0.7 2.3 -0.6
N -1.6 -3.8 0.5
O -0.3 1.1 -1.4
O 0.1 -0.7 1.6
H -0.5 -0.3 0.0
H 0.6 -1.8 1.0
H 0.3 0.9 -0.6
H -0.5 0.4 -0.4
H 1.4 -1.8 0.9
H 0.2 1.2 -0.4
H 1.3 -0.2 -0.5
H -0.5 -0.7 0.8
H -0.7 0.1 -1.2

For the energy above the lowest of the compared OMol25 structures with the same formula, charge and spin, the calculation gives 3.4710 eV. Its HOMO energy is -0.131 Ha. The HOMO-LUMO gap is 6.785 eV. The total charge is -1.


A cluster of 7 separate species, C33H71IN4O8P in total, computed with wB97M-V/def2-TZVPD.

Positions of all 118 atoms, in Å:
C  -2.279  0.843  -0.562
C  -1.310  0.232  -1.576
I  -2.377  -1.102  -2.873
C  -0.130  -0.498  -0.926
C  1.086  0.388  -0.568
P  2.047  0.823  -2.144
O  3.512  0.737  -2.013
C  0.806  1.745  0.084
N  0.493  1.659  1.567
C  0.817  0.303  2.175
C  0.767  0.502  3.673
C  0.597  -0.757  4.574
N  -0.330  -1.672  3.938
N  1.871  -1.394  4.882
N  -0.020  -0.407  5.843
C  2.144  -0.089  1.558
O  2.001  -0.403  0.188
H  -3.062  0.135  -0.288
H  -1.765  1.095  0.373
H  -2.761  1.743  -0.943
H  -0.961  0.982  -2.292
H  -0.476  -1.048  -0.046
H  0.264  -1.262  -1.598
H  1.513  2.092  -2.436
H  1.402  0.006  -3.084
H  1.677  2.397  0.008
H  -0.025  2.234  -0.420
H  1.064  2.344  2.068
H  -0.471  1.920  1.777
H  0.029  -0.365  1.829
H  1.678  1.025  3.993
H  -0.061  1.184  3.868
H  -0.532  -2.418  4.598
H  0.070  -2.108  3.114
H  2.644  -0.743  4.955
H  2.109  -2.125  4.225
H  0.589  0.152  6.428
H  -0.890  0.094  5.700
H  2.875  0.723  1.702
H  2.550  -0.974  2.047
C  -2.670  1.294  -8.084
C  -3.744  0.416  -7.445
C  -3.987  1.143  -6.130
O  -3.745  2.533  -6.388
C  -3.132  2.685  -7.669
H  -2.607  1.179  -9.165
H  -1.690  1.068  -7.656
H  -4.646  0.419  -8.059
H  -3.444  -0.621  -7.313
H  -3.296  0.796  -5.353
H  -5.006  1.036  -5.755
H  -3.861  3.088  -8.379
H  -2.317  3.406  -7.576
C  0.630  -6.186  7.217
C  0.219  -4.794  7.696
C  1.351  -3.937  7.146
O  1.768  -4.566  5.930
C  1.200  -5.875  5.839
H  -0.194  -6.897  7.177
H  1.405  -6.596  7.866
H  -0.735  -4.503  7.250
H  0.125  -4.716  8.778
H  2.196  -3.908  7.843
H  1.056  -2.913  6.917
H  0.410  -5.878  5.078
H  1.979  -6.570  5.525
C  -3.358  -4.665  -9.730
C  -4.632  -4.292  -10.488
C  -5.194  -3.183  -9.609
O  -4.064  -2.524  -9.030
C  -2.885  -3.300  -9.247
H  -2.616  -5.170  -10.347
H  -3.595  -5.309  -8.881
H  -4.385  -3.906  -11.478
H  -5.326  -5.122  -10.607
H  -5.822  -3.591  -8.810
H  -5.776  -2.446  -10.163
H  -2.262  -2.810  -10.003
H  -2.321  -3.344  -8.313
C  -0.365  4.161  -5.467
C  0.381  3.154  -6.341
C  0.791  2.100  -5.324
O  -0.231  2.103  -4.315
C  -1.093  3.243  -4.495
H  -1.051  4.796  -6.025
H  0.343  4.803  -4.939
H  -0.293  2.720  -7.080
H  1.235  3.579  -6.865
H  1.756  2.350  -4.865
H  0.858  1.096  -5.745
H  -2.054  2.913  -4.898
H  -1.260  3.702  -3.517
C  -1.324  5.270  5.107
C  0.142  5.183  5.527
C  0.481  3.744  5.173
O  -0.328  3.418  4.026
C  -1.331  4.435  3.836
H  -1.666  6.289  4.935
H  -1.966  4.816  5.864
H  0.750  5.875  4.942
H  0.303  5.396  6.582
H  0.226  3.064  5.991
H  1.530  3.598  4.913
H  -1.067  5.041  2.964
H  -2.286  3.943  3.648
C  6.453  -1.274  5.800
C  5.586  -1.720  6.975
C  5.359  -0.403  7.705
O  5.344  0.611  6.695
C  5.838  0.079  5.469
H  6.434  -1.962  4.956
H  7.490  -1.149  6.114
H  4.637  -2.125  6.615
H  6.059  -2.473  7.604
H  6.167  -0.195  8.413
H  4.411  -0.365  8.242
H  4.998  -0.028  4.767
H  6.550  0.781  5.034

Force components x, y, z for each atom (eV/Å):
C -0.1 -0.1 0.1
C 0.2 0.2 -0.1
I 0.0 -0.1 0.0
C 0.0 0.0 0.0
C 0.2 0.0 0.0
P -0.1 0.0 0.2
O -0.2 0.1 0.0
C 0.0 0.1 0.2
N 0.1 -0.1 -0.2
C 0.0 0.2 -0.1
C 0.1 0.0 0.3
C 0.1 -0.1 -0.1
N 0.0 0.0 -0.1
N 0.1 0.1 -0.2
N -0.1 0.1 0.0
C 0.0 0.0 0.0
O -0.1 0.0 -0.1
H 0.0 0.0 0.0
H 0.0 0.0 -0.1
H 0.0 -0.1 0.0
H 0.1 0.0 0.1
H 0.0 0.1 0.0
H -0.1 0.0 0.0
H 0.0 0.0 -0.1
H 0.1 -0.1 -0.1
H 0.0 -0.1 0.0
H 0.1 0.0 0.0
H -0.2 0.1 0.1
H 0.0 -0.1 0.0
H 0.0 0.0 0.1
H -0.1 0.0 0.0
H -0.1 -0.1 0.1
H 0.0 0.1 0.0
H 0.0 0.0 0.1
H 0.0 0.0 0.0
H 0.0 -0.1 0.2
H 0.1 -0.1 0.0
H 0.0 0.0 0.0
H 0.0 0.0 0.0
H -0.1 0.0 0.0
C 0.0 0.0 0.0
C 0.0 0.0 0.0
C 0.0 0.0 0.0
O 0.0 0.0 0.0
C 0.0 0.0 0.0
H 0.0 0.0 0.0
H 0.0 0.0 0.0
H 0.0 0.0 0.0
H 0.0 0.0 0.0
H 0.0 0.0 0.0
H 0.0 0.0 0.0
H 0.0 0.0 0.0
H 0.0 0.0 0.0
C 0.0 0.0 0.0
C 0.0 0.0 0.0
C 0.0 0.1 0.0
O 0.0 0.0 -0.2
C 0.0 0.0 0.0
H 0.0 0.0 0.0
H 0.0 0.0 0.0
H 0.0 0.0 0.0
H 0.0 0.0 0.0
H 0.0 0.0 0.0
H 0.0 0.0 0.0
H 0.0 0.0 0.0
H 0.0 0.0 0.0
C 0.0 0.0 0.0
C 0.0 0.0 0.0
C 0.0 0.0 0.0
O 0.0 0.0 0.0
C 0.0 0.0 0.0
H 0.0 0.0 0.0
H 0.0 0.0 0.0
H 0.0 0.0 0.0
H 0.0 0.0 0.0
H 0.0 0.0 0.0
H 0.0 0.0 0.0
H 0.0 0.0 0.0
H 0.0 0.0 0.0
C 0.0 0.0 0.0
C 0.0 0.0 0.0
C -0.1 0.0 0.0
O 0.1 -0.1 0.1
C 0.0 0.0 0.0
H 0.0 0.0 0.0
H 0.0 0.0 0.0
H 0.0 0.0 0.0
H 0.0 0.0 0.0
H 0.0 0.0 0.0
H 0.0 0.0 0.0
H 0.0 0.0 0.0
H 0.0 0.0 0.0
C 0.0 0.0 0.0
C 0.0 0.0 0.0
C 0.0 0.0 0.1
O 0.0 0.0 -0.3
C -0.1 0.0 0.1
H 0.0 0.0 0.0
H 0.0 0.0 0.0
H 0.0 0.0 0.0
H 0.0 0.0 0.0
H 0.0 0.0 0.0
H 0.0 0.0 0.0
H 0.0 0.0 0.0
H 0.0 0.0 0.0
C 0.0 0.0 0.0
C 0.0 0.0 0.0
C 0.0 0.0 0.0
O -0.1 0.1 0.0
C 0.0 0.0 -0.1
H 0.0 0.0 0.0
H 0.0 0.0 0.0
H 0.0 0.0 0.0
H 0.0 0.0 0.0
H 0.0 0.0 0.0
H 0.0 0.0 0.0
H 0.0 0.0 0.0
H 0.0 0.0 0.0

Its HOMO energy is -0.399 Ha. The HOMO-LUMO gap is 8.343 eV. The total charge is +1.


A structure of composition C4H6LiOPd, computed with wB97M-V/def2-TZVPD.

Positions of all 13 atoms, in Å:
C  -0.266  -0.782  0.726
C  0.972  -1.264  0.238
H  -1.148  -1.301  0.333
H  -0.286  -0.186  1.650
H  1.009  -2.282  -0.168
H  1.905  -0.841  0.639
Li  0.905  -2.302  2.366
O  -0.477  1.239  -2.446
C  -0.866  1.719  -1.254
C  -0.392  1.215  -0.084
Pd  0.805  0.414  -1.530
H  -0.616  1.783  0.825
H  -1.545  2.588  -1.296

Force components x, y, z for each atom (eV/Å):
C 0.1 2.0 -1.0
C 0.6 -0.9 0.4
H 0.0 0.4 0.6
H -0.5 -0.6 -0.3
H 0.1 0.5 -0.4
H -0.2 -0.2 -0.2
Li 0.0 0.1 -0.4
O -4.9 2.3 -1.4
C -1.9 1.6 -0.8
C -2.2 0.0 1.9
Pd 8.0 -5.1 1.8
H 0.3 -0.2 -0.3
H 0.5 -0.1 0.0

For the energy above the lowest of the compared OMol25 structures with the same formula, charge and spin, the calculation gives 3.0943 eV. Its spin multiplicity is 3. Its HOMO energy (alpha / beta) is -0.393 / -0.428 Ha. The HOMO-LUMO gap (alpha / beta) is 5.855 / 6.438 eV. The total charge is +1.


A cluster of 2 separate species, F2HOPS in total, computed with wB97M-V/def2-TZVPD.

Positions of all 6 atoms, in Å:
O  0.860  -0.619  -0.666
F  -0.601  1.345  -0.872
F  0.629  0.602  1.737
P  -0.472  -0.052  -0.091
S  -2.050  -1.097  0.174
H  1.633  -0.178  -0.282

Force components x, y, z for each atom (eV/Å):
O -0.4 -1.6 -1.7
F -0.9 -1.2 -0.6
F -0.4 -0.5 -1.4
P 5.5 6.2 4.2
S -3.7 -3.0 -1.1
H -0.2 0.1 0.6

For the energy above the lowest of the compared OMol25 structures with the same formula, charge and spin, the calculation gives 2.1606 eV. Its spin multiplicity is 3. Its HOMO energy (alpha / beta) is -0.271 / -0.389 Ha. The HOMO-LUMO gap (alpha / beta) is 7.302 / 5.503 eV.


The following electronic energy values (in eV) correspond, in order, to the records above: -30900.0429; -18624.2822; -75094.2181; -9963.5916; -27619.7844.